Model a:
{
  "formula": "C10H16O",
  "method": "wB97M-V/def2-TZVPD",
  "homo_lumo_gap_ev": [9.84, 6.09],
  "multiplicity": 2,
  "charge": 1,
  "s2": 0.76,
  "symbols": ["C", "H", "H", "H", "C", "C", "H", "H", "C", "H", "C", "H", "H", "H", "C", "C", "C", "H", "H", "H", "H", "O", "C", "H", "C", "H", "H"],
  "xyz": [[-2.311, 1.928, 0.626], [-1.414, -0.484, 3.007], [1.532, 2.201, -1.864], [-1.838, -0.919, 1.395], [0.488, -0.323, -1.741], [-1.439, -0.095, 1.993], [2.254, 2.203, -0.234], [-2.369, 1.746, 2.728], [2.511, -1.875, -0.489], [-0.189, 0.356, -2.229], [1.521, 0.283, -0.877], [-0.360, -2.198, -2.304], [-0.428, 0.134, 1.618], [-3.256, 2.213, 0.175], [1.486, 1.763, -0.863], [2.500, -0.496, -0.297], [0.413, -1.659, -1.785], [-3.414, 0.617, 1.890], [3.264, -2.484, -0.010], [-1.878, 2.876, 0.943], [-1.562, 1.603, -0.109], [1.304, -3.781, -1.336], [1.428, -2.461, -1.144], [3.175, -0.132, 0.477], [-2.412, 1.054, 1.885], [0.470, 2.047, -0.555], [0.525, -4.115, -0.898]],
  "lowdin_charge": [-0.11, 0.07, 0.12, 0.07, 0.04, -0.12, 0.10, 0.10, 0.08, 0.13, -0.17, 0.14, 0.06, 0.07, 0.00, 0.03, 0.04, 0.10, 0.14, 0.07, 0.03, 0.15, -0.22, 0.15, -0.31, 0.09, 0.14]
}

Model b:
{
  "formula": "C10H16O",
  "method": "wB97M-V/def2-TZVPD",
  "homo_lumo_gap_ev": [10.12, 6.42],
  "multiplicity": 2,
  "charge": 1,
  "s2": 0.77,
  "symbols": ["H", "H", "H", "C", "H", "C", "C", "H", "C", "C", "H", "C", "H", "H", "H", "C", "H", "H", "H", "C", "H", "H", "H", "H", "O", "C", "C"],
  "xyz": [[1.437, -1.438, 1.519], [1.576, 2.996, -1.075], [0.546, -0.757, 2.772], [0.492, -2.940, 2.842], [-0.509, 0.379, -4.362], [0.225, 1.798, 0.130], [0.910, 2.142, -1.079], [0.950, 1.773, -3.165], [-0.793, 0.811, 0.139], [1.209, -1.601, 2.578], [1.221, -3.751, 2.817], [-0.687, -3.180, 1.904], [-1.911, -0.607, -0.984], [-0.611, -4.161, 1.442], [-0.117, -1.091, -3.515], [-0.779, -0.223, -3.487], [-1.844, -0.433, -3.626], [0.131, -2.796, 3.860], [-1.260, 0.533, 1.081], [-0.533, 0.510, -2.216], [-0.642, -2.539, 1.009], [2.126, -1.558, 3.164], [-1.684, -3.086, 2.313], [1.314, 2.757, 1.415], [0.392, 2.481, 1.238], [-1.154, 0.159, -1.009], [0.491, 1.531, -2.213]],
  "lowdin_charge": [0.06, 0.14, 0.06, -0.29, 0.10, -0.24, 0.05, 0.14, 0.06, -0.14, 0.10, -0.12, 0.14, 0.07, 0.12, -0.01, 0.11, 0.10, 0.14, -0.17, 0.05, 0.07, 0.07, 0.17, 0.18, 0.02, 0.03]
}

Decreasing stability: model b, model a